# 1
DFT (the ωB97M-V functional and the def2-TZVPD basis) results for a cluster of 15 separate species, C30H75N15O15 in total.

As for the total charge: 0. As for the energy above the lowest of the compared OMol25 structures with the same formula, charge and spin: 14.6 kcal/mol. The spin multiplicity is 1. Its orbital gap is 8.81 eV. The value obtained for the HOMO energy is -8.652 eV. The largest force on an atom comes out at 4.6 eV/Å.

Each line ends with the Löwdin charge.
CARTESIAN COORDINATES (ANGSTROEM)
O: 10.855 14.663 14.022  -0.0440
C: 9.939 13.862 14.325  -0.5212
N: 8.697 14.396 14.574  0.1762
C: 10.070 12.397 14.486  0.0052
H: 8.498 15.340 14.360  0.0987
H: 7.906 13.814 14.748  0.0984
H: 10.099 12.273 15.575  0.1155
H: 10.907 11.968 13.937  0.0715
H: 9.156 11.905 14.175  0.0407
O: 15.093 10.785 15.336  0.0118
C: 14.789 11.954 15.343  -0.6140
N: 15.675 12.923 15.228  0.2118
C: 13.357 12.362 15.186  -0.0031
H: 16.657 12.696 15.323  0.0888
H: 15.393 13.871 15.180  0.0623
H: 13.239 13.315 14.630  0.0699
H: 12.875 12.599 16.171  0.1150
H: 12.841 11.568 14.649  0.0399
O: 13.936 9.548 8.719  -0.0051
C: 12.883 10.196 8.688  -0.5479
N: 12.660 11.272 7.889  0.1890
C: 11.645 9.752 9.481  0.0014
H: 13.587 11.537 7.555  0.0826
H: 11.874 11.914 8.081  0.0853
H: 12.012 9.552 10.471  0.0514
H: 11.351 8.721 9.278  0.0874
H: 10.786 10.398 9.416  0.0439
O: 17.121 7.098 11.666  -0.0133
C: 16.195 7.631 11.055  -0.5784
N: 16.286 8.403 9.968  0.1953
C: 14.804 7.283 11.513  -0.0110
H: 17.228 8.641 9.678  0.1071
H: 15.508 8.938 9.608  0.0455
H: 14.860 7.315 12.614  0.0934
H: 14.443 6.305 11.110  0.1050
H: 14.064 7.898 11.080  0.0253
O: 15.103 15.646 13.873  -0.0221
C: 13.915 15.978 13.939  -0.5712
N: 13.247 16.058 15.085  0.1746
C: 13.067 16.179 12.649  -0.0094
H: 12.224 16.094 14.985  0.1012
H: 13.758 15.993 15.962  0.1307
H: 12.389 17.049 12.668  0.0880
H: 12.412 15.268 12.645  0.0488
H: 13.686 16.204 11.756  0.0643
O: 15.139 7.773 19.280  0.0029
C: 14.940 8.530 18.322  -0.6089
N: 15.838 8.979 17.451  0.1769
C: 13.532 8.934 17.976  -0.0254
H: 16.820 8.676 17.452  0.0998
H: 15.558 9.487 16.617  0.0476
H: 12.907 7.997 17.724  0.1161
H: 13.408 9.659 17.157  0.0397
H: 13.009 9.315 18.841  0.0685
O: 14.939 13.597 8.684  0.0294
C: 15.743 12.738 8.385  -0.6205
N: 15.948 12.306 7.112  0.1742
C: 16.503 12.039 9.398  -0.0117
H: 16.542 11.522 7.033  0.0856
H: 15.541 12.656 6.245  0.1281
H: 15.747 11.388 9.863  0.0792
H: 16.916 12.643 10.219  0.0751
H: 17.329 11.427 9.038  0.0788
O: 18.885 14.424 10.722  0.0333
C: 18.031 14.973 11.352  -0.5940
N: 17.678 14.545 12.575  0.1878
C: 17.088 16.057 10.818  0.0094
H: 16.921 14.983 13.115  0.0767
H: 18.184 13.842 13.023  0.0658
H: 17.144 16.957 11.414  0.0774
H: 16.039 15.724 10.926  0.0694
H: 17.212 16.356 9.787  0.0781
O: 18.942 8.239 16.211  -0.0209
C: 18.905 7.736 15.077  -0.4979
N: 17.686 7.661 14.412  0.1766
C: 20.126 7.306 14.272  0.0006
H: 16.944 8.236 14.685  0.0654
H: 17.684 7.385 13.422  0.0532
H: 20.391 7.972 13.450  0.0646
H: 19.948 6.402 13.714  0.0747
H: 21.018 7.158 14.846  0.0741
O: 18.816 12.433 15.854  -0.0227
C: 19.262 11.425 16.406  -0.5721
N: 20.244 10.739 15.835  0.1932
C: 18.829 10.923 17.784  -0.0017
H: 20.320 10.883 14.846  0.0650
H: 20.487 9.831 16.121  0.0715
H: 17.771 10.980 17.932  0.0551
H: 19.214 11.612 18.555  0.0893
H: 19.208 9.916 17.983  0.0693
O: 20.987 10.329 12.891  0.0139
C: 20.392 11.099 12.143  -0.5671
N: 20.284 12.431 12.389  0.1680
C: 19.626 10.688 10.928  0.0065
H: 19.927 13.143 11.716  0.0731
H: 20.844 12.868 13.079  0.1006
H: 19.019 9.850 11.266  0.0806
H: 20.225 10.377 10.075  0.0952
H: 18.975 11.464 10.560  0.0398
O: 9.854 8.809 15.009  -0.0108
C: 10.864 8.481 14.362  -0.5329
N: 12.102 9.047 14.688  0.1647
C: 10.754 7.451 13.245  0.0099
H: 12.005 9.805 15.382  0.0825
H: 12.752 9.206 13.928  0.0570
H: 11.289 6.576 13.623  0.0939
H: 11.300 7.855 12.394  0.0643
H: 9.721 7.330 13.048  0.0614
O: 7.879 12.643 12.151  0.0291
C: 7.744 11.508 11.838  -0.6378
N: 7.737 11.213 10.585  0.2046
C: 7.499 10.382 12.849  0.0316
H: 8.033 11.816 9.854  0.1039
H: 7.654 10.270 10.303  0.1035
H: 6.376 10.324 12.980  0.1164
H: 7.984 10.560 13.774  0.0393
H: 7.807 9.455 12.384  0.0716
O: 10.398 12.557 9.373  -0.0069
C: 10.595 13.675 9.802  -0.6123
N: 9.862 14.204 10.755  0.2079
C: 11.683 14.532 9.170  0.0145
H: 9.322 13.503 11.285  0.0792
H: 10.146 15.041 11.231  0.1005
H: 12.541 13.891 9.142  0.0317
H: 11.825 15.438 9.810  0.0841
H: 11.391 14.857 8.166  0.0960
O: 13.947 10.125 12.386  0.0054
C: 14.239 11.309 12.181  -0.6071
N: 15.429 11.777 12.460  0.1952
C: 13.323 12.356 11.627  0.0233
H: 15.676 12.746 12.248  0.1021
H: 15.991 11.138 13.029  0.1317
H: 12.390 12.332 12.186  0.0758
H: 13.076 12.102 10.592  0.0684
H: 13.639 13.410 11.714  0.0859

# 2
DFT (the ωB97M-V functional and the def2-TZVPD basis) results for a cluster of 13 separate species, C62H150N8O18 in total.

As for the total charge: 0. The spin multiplicity is 1. Its orbital gap is 8.51 eV. The value obtained for the HOMO energy is -8.305 eV. The largest force on an atom comes out at 3.3 eV/Å.

Each line ends with the Löwdin charge.
CARTESIAN COORDINATES (ANGSTROEM)
C: 17.640 -18.866 10.156  -0.0344
C: 17.378 -19.273 11.603  -0.4809
C: 15.969 -19.083 12.064  -0.1388
C: 15.688 -19.695 13.416  -0.2002
C: 15.961 -21.156 13.400  -0.1381
C: 17.359 -21.475 12.879  -0.4918
N: 17.596 -20.800 11.580  -0.0646
O: 18.902 -20.995 11.166  -0.0697
C: 18.341 -21.166 14.013  -0.0262
C: 17.558 -22.968 12.629  -0.0334
C: 18.364 -18.461 12.413  -0.0217
H: 17.233 -19.571 9.410  0.0786
H: 18.700 -18.688 9.883  0.0793
H: 17.078 -17.920 10.058  0.0708
H: 15.757 -18.013 12.179  0.1137
H: 15.304 -19.487 11.298  0.1077
H: 14.630 -19.545 13.727  0.1229
H: 16.324 -19.176 14.159  0.0971
H: 15.277 -21.635 12.663  0.1310
H: 15.800 -21.587 14.409  0.1253
H: 18.224 -21.998 14.699  0.0773
H: 19.394 -21.253 13.715  0.0862
H: 18.143 -20.227 14.512  0.0568
H: 16.966 -23.373 11.803  0.0773
H: 18.619 -23.137 12.292  0.0903
H: 17.446 -23.537 13.549  0.0478
H: 19.310 -18.711 11.952  0.0838
H: 18.432 -18.664 13.478  0.0482
H: 18.102 -17.403 12.262  0.0977
H: 18.872 -21.620 10.392  0.0721
C: 10.412 -18.658 10.694  -0.0156
C: 11.665 -19.395 10.135  -0.5000
C: 12.168 -20.386 11.178  -0.1433
C: 11.238 -21.560 11.239  -0.2081
C: 10.903 -22.256 10.002  -0.1537
C: 10.482 -21.290 8.857  -0.4801
N: 11.489 -20.164 8.869  -0.0670
O: 10.997 -19.272 7.910  -0.0381
C: 10.452 -21.922 7.465  -0.0375
C: 9.018 -20.862 9.175  -0.0366
C: 12.737 -18.337 9.875  -0.0333
H: 9.515 -19.230 10.776  0.0378
H: 10.193 -17.905 9.970  0.0742
H: 10.671 -18.200 11.661  0.0949
H: 13.206 -20.609 10.901  0.1098
H: 12.210 -19.887 12.144  0.1187
H: 10.317 -21.149 11.640  0.1045
H: 11.600 -22.293 11.981  0.1230
H: 10.119 -23.019 10.175  0.1344
H: 11.733 -22.790 9.559  0.1146
H: 11.482 -22.037 7.074  0.0911
H: 9.941 -22.874 7.523  0.0828
H: 9.968 -21.193 6.815  0.0791
H: 8.821 -19.922 8.715  0.0719
H: 8.354 -21.598 8.729  0.0846
H: 8.838 -20.792 10.259  0.0681
H: 12.465 -17.684 9.051  0.0813
H: 13.619 -18.902 9.552  0.0840
H: 12.934 -17.777 10.769  0.0646
H: 11.751 -19.130 7.353  0.1000
C: 17.255 -27.107 13.154  -0.0276
C: 18.455 -28.053 13.176  -0.5292
C: 19.226 -27.944 11.867  -0.1129
C: 20.219 -26.761 11.833  -0.1998
C: 21.132 -26.761 12.994  -0.1647
C: 20.352 -26.784 14.328  -0.4386
N: 19.370 -27.913 14.327  -0.0750
O: 18.559 -27.684 15.450  -0.0369
C: 21.242 -26.963 15.618  -0.0212
C: 19.757 -25.342 14.488  -0.0306
C: 17.873 -29.464 13.304  -0.0399
H: 16.688 -27.314 12.256  0.0828
H: 17.529 -26.050 13.025  0.0697
H: 16.610 -27.246 14.018  0.0741
H: 19.776 -28.912 11.838  0.1287
H: 18.558 -27.962 10.996  0.1081
H: 19.697 -25.792 11.811  0.0989
H: 20.876 -26.861 10.941  0.1140
H: 21.766 -25.880 13.024  0.0888
H: 21.779 -27.616 12.981  0.1204
H: 21.582 -27.987 15.771  0.0792
H: 22.152 -26.395 15.441  0.0754
H: 20.673 -26.650 16.496  0.0765
H: 19.139 -25.313 15.361  0.0713
H: 20.586 -24.644 14.642  0.0660
H: 19.291 -24.907 13.621  0.0374
H: 17.237 -29.754 12.465  0.0888
H: 17.264 -29.405 14.209  0.0776
H: 18.636 -30.239 13.447  0.0895
H: 18.883 -28.369 16.030  0.1062
C: 18.133 -21.312 7.369  -0.0145
C: 17.434 -22.669 7.581  -0.5068
C: 16.869 -23.192 6.244  -0.1508
C: 16.397 -24.597 6.340  -0.2022
C: 17.510 -25.521 6.805  -0.1283
C: 18.149 -25.078 8.145  -0.4756
N: 18.458 -23.654 7.976  -0.0322
O: 18.886 -23.189 9.269  -0.0794
C: 17.205 -25.446 9.325  -0.0141
C: 19.495 -25.819 8.362  -0.0097
C: 16.272 -22.499 8.553  -0.0118
H: 18.555 -21.035 8.339  0.0525
H: 17.426 -20.561 7.038  0.0835
H: 18.983 -21.499 6.708  0.0819
H: 16.046 -22.527 5.906  0.1343
H: 17.706 -23.073 5.559  0.1195
H: 15.993 -24.904 5.373  0.1146
H: 15.506 -24.643 6.995  0.1130
H: 18.271 -25.619 6.013  0.1244
H: 17.056 -26.525 6.874  0.1249
H: 17.505 -26.417 9.679  0.0585
H: 17.292 -24.688 10.099  0.0563
H: 16.123 -25.452 9.159  0.0801
H: 20.255 -25.398 7.690  0.0734
H: 19.830 -25.532 9.366  0.0569
H: 19.338 -26.869 8.184  0.0882
H: 15.606 -21.742 8.162  0.0905
H: 16.732 -22.187 9.508  0.0708
H: 15.808 -23.470 8.715  0.0585
H: 19.850 -23.208 9.194  0.0662
C: 15.692 -16.372 15.668  -0.2347
C: 16.111 -15.016 15.131  -0.2446
O: 17.223 -15.172 14.247  -0.0982
O: 16.707 -16.625 16.653  -0.0738
H: 15.683 -17.003 14.776  0.0943
H: 14.623 -16.379 16.056  0.1317
H: 16.429 -14.288 15.873  0.1209
H: 15.302 -14.476 14.562  0.1163
H: 18.006 -15.086 14.816  0.0545
H: 16.649 -17.549 16.974  0.0555
C: 14.573 -24.877 15.013  -0.2590
C: 15.860 -24.782 15.752  -0.2744
O: 15.896 -23.769 16.714  -0.0648
O: 13.604 -25.380 15.918  -0.0560
H: 14.624 -25.526 14.131  0.1162
H: 14.199 -23.921 14.610  0.1217
H: 16.666 -24.650 15.019  0.0898
H: 15.975 -25.768 16.255  0.1357
H: 15.109 -23.917 17.278  0.1058
H: 12.762 -25.160 15.528  0.0799
C: 20.461 -17.734 15.114  -0.2884
C: 20.432 -16.279 14.616  -0.2023
O: 19.912 -15.447 15.649  -0.0630
O: 21.231 -17.792 16.244  -0.0540
H: 20.901 -18.379 14.321  0.1284
H: 19.464 -18.086 15.356  0.1056
H: 19.717 -16.226 13.790  0.1011
H: 21.430 -15.983 14.308  0.1177
H: 20.256 -15.803 16.460  0.0730
H: 21.122 -18.681 16.636  0.0767
C: 16.164 -20.529 17.947  -0.1971
C: 17.596 -20.391 18.504  -0.2732
O: 17.828 -21.470 19.310  -0.0460
O: 16.009 -19.479 17.000  -0.0824
H: 15.372 -20.524 18.704  0.1269
H: 16.166 -21.542 17.481  0.1052
H: 17.596 -19.477 19.076  0.1197
H: 18.327 -20.358 17.708  0.1058
H: 18.706 -21.513 19.689  0.0846
H: 15.228 -19.588 16.466  0.0820
C: 21.510 -22.522 16.544  -0.2298
C: 21.253 -21.735 17.834  -0.2069
O: 21.946 -20.482 17.685  -0.0732
O: 22.935 -22.531 16.453  -0.0626
H: 21.010 -21.947 15.720  0.1166
H: 21.073 -23.562 16.514  0.1178
H: 21.667 -22.326 18.668  0.1260
H: 20.230 -21.467 18.070  0.0851
H: 22.881 -20.664 17.828  0.0905
H: 23.133 -23.325 15.955  0.0814
C: 18.818 -18.809 4.635  -0.0406
C: 17.774 -18.000 5.440  -0.4233
C: 18.281 -17.716 6.878  -0.2118
O: 19.087 -16.558 6.844  -0.1826
C: 19.608 -16.247 8.138  -0.0831
N: 17.378 -16.824 4.724  0.0373
H: 19.724 -18.198 4.569  0.0710
H: 18.484 -18.988 3.623  0.0731
H: 19.025 -19.741 5.134  0.0440
H: 16.852 -18.599 5.529  0.1299
H: 18.844 -18.517 7.323  0.0881
H: 17.401 -17.567 7.536  0.1172
H: 20.145 -15.307 8.096  0.0854
H: 20.320 -17.011 8.489  0.0742
H: 18.798 -16.128 8.861  0.0727
H: 18.178 -16.230 4.527  0.0760
H: 16.713 -16.198 5.127  0.0665
C: 22.165 -20.745 4.572  -0.0615
C: 22.580 -19.433 5.121  -0.4248
C: 22.722 -19.360 6.608  -0.1968
O: 21.458 -19.758 7.167  -0.2025
C: 21.508 -19.824 8.569  -0.1174
N: 23.976 -19.131 4.570  0.0417
H: 21.179 -20.994 4.948  0.0627
H: 22.824 -21.528 4.902  0.0725
H: 22.234 -20.714 3.476  0.0906
H: 21.910 -18.638 4.831  0.1169
H: 23.036 -18.364 6.941  0.1331
H: 23.490 -20.073 6.918  0.1253
H: 22.353 -20.476 8.915  0.0968
H: 20.557 -20.278 8.835  0.0678
H: 21.600 -18.892 9.145  0.0864
H: 23.823 -18.931 3.578  0.0731
H: 24.368 -18.387 5.094  0.0404
C: 15.838 -15.285 10.149  -0.0762
C: 14.937 -14.304 10.854  -0.4057
C: 13.710 -15.009 11.432  -0.2210
O: 12.900 -14.014 12.052  -0.1990
C: 11.738 -14.613 12.551  -0.1256
N: 15.741 -13.548 11.865  0.0512
H: 16.746 -14.810 9.713  0.0863
H: 15.337 -15.860 9.367  0.0786
H: 16.245 -15.962 10.891  0.0490
H: 14.511 -13.588 10.140  0.1397
H: 14.017 -15.725 12.230  0.1271
H: 13.136 -15.561 10.708  0.0932
H: 11.904 -15.434 13.279  0.0920
H: 11.258 -14.993 11.622  0.0901
H: 11.109 -13.816 12.953  0.0882
H: 15.234 -12.713 12.185  0.0756
H: 16.404 -13.937 12.541  0.0490
C: 21.916 -22.639 11.670  -0.0277
C: 22.286 -23.889 10.965  -0.5009
C: 22.686 -23.749 9.548  -0.2416
O: 21.732 -23.025 8.850  -0.2159
C: 22.024 -23.024 7.428  -0.0464
N: 23.286 -24.675 11.663  0.0587
H: 22.759 -21.955 11.632  0.0902
H: 21.658 -22.899 12.686  0.0741
H: 21.069 -22.155 11.157  0.0722
H: 21.347 -24.491 10.982  0.1209
H: 22.775 -24.777 9.134  0.1446
H: 23.644 -23.261 9.669  0.1304
H: 21.405 -22.291 6.954  0.0591
H: 21.809 -24.014 7.016  0.0878
H: 23.055 -22.727 7.297  0.0907
H: 23.267 -25.606 11.270  0.0795
H: 24.111 -24.096 11.571  0.0813

# 3
DFT (the ωB97M-V functional and the def2-TZVPD basis) results for the molecule C4H11N2OPS.

As for the total charge: 0. As for the energy above the lowest of the compared OMol25 structures with the same formula, charge and spin: 84.2 kcal/mol. The spin multiplicity is 1. Its orbital gap is 7.60 eV. The value obtained for the HOMO energy is -8.403 eV. The largest force on an atom comes out at 3.6 eV/Å.

Each line ends with the Löwdin charge.
CARTESIAN COORDINATES (ANGSTROEM)
C: 1.407 0.594 -1.305  -0.2132
C: 1.462 2.114 -0.678  -0.4407
C: -1.473 -0.639 -0.161  -0.1463
C: -1.138 -1.576 2.036  -0.1480
N: 1.766 -0.460 -0.371  -0.1852
N: -0.518 -0.823 0.872  -0.4032
O: 0.751 2.244 0.418  -0.2168
P: 1.004 -0.308 1.128  0.4314
S: 1.807 -1.083 2.637  0.3477
H: 0.433 0.318 -1.704  0.0820
H: 2.179 0.400 -2.065  0.1117
H: 2.461 2.556 -0.614  0.0943
H: 1.063 2.688 -1.511  0.0913
H: -2.536 -0.799 0.324  0.1035
H: -1.518 0.369 -0.603  0.0873
H: -1.525 -1.464 -0.944  0.1080
H: -0.758 -1.430 3.102  0.0548
H: -2.255 -1.484 2.006  0.0785
H: -0.834 -2.613 1.735  0.0940
H: 2.709 -0.667 -0.072  0.0691